No. 1
The following is a quantum chemistry calculation of C15H25KN8O3S2 as an isolated structure in a non-equilibrium geometry, from the Open Molecules 2025 dataset.

## Properties
- total energy (Ha) = -2646.7399
- frontier orbital gap (eV) = 8.2
- 2S+1 = 1
- LUMO energy (eV) = 0.279
- relative energy (zero: lowest compared OMol25 entry of this formula, charge and spin) (kJ/mol) = 153.1

```
54
Properties=species:S:1:pos:R:3:mulliken_charge:R:1
K 1.7901 -0.9050 -1.0301 0.654
C -3.5346 1.4131 5.5997 -1.464
C -2.4857 1.0007 4.6033 0.960
C -1.6716 -0.1017 4.8436 -0.797
C -0.6907 -0.4740 3.9368 -0.236
C -0.5274 0.2619 2.7767 -0.020
C -1.3142 1.3765 2.5252 -0.557
C -2.2856 1.7429 3.4397 -0.861
S 0.5936 -0.2722 1.5045 1.313
O 1.4529 -1.3153 2.0237 -0.713
O 1.2831 0.9121 1.0120 -0.840
N -0.2670 -0.7509 0.2653 -0.269
C -0.7987 -1.9996 0.1433 0.657
C -1.0783 -2.8684 1.2243 -0.458
C -1.6107 -4.1101 0.9768 -0.571
C -1.8839 -4.4901 -0.3364 -0.792
C -1.6015 -3.5806 -1.3313 -0.088
N -1.0722 -2.3709 -1.1244 -0.103
H -3.8798 0.5615 6.1847 0.365
H -4.3931 1.8651 5.1043 0.375
H -3.1230 2.1492 6.2938 0.290
H -1.8158 -0.6790 5.7491 0.360
H -0.0366 -1.3145 4.1340 0.531
H -1.1333 1.9510 1.6246 0.448
H -2.9020 2.6144 3.2535 0.376
H -0.8744 -2.5446 2.2326 0.139
H -1.8218 -4.7871 1.7952 0.424
H -2.3004 -5.4593 -0.5714 0.373
H -1.8110 -3.8149 -2.3719 0.326
N -1.0481 -1.1297 -4.1769 -0.375
C -0.3365 -0.0659 -4.6071 0.269
N -1.0266 1.0820 -4.7751 -0.451
S 1.2857 -0.1822 -4.9731 -0.419
H -1.9199 -0.9866 -3.6905 0.276
H -0.5142 -1.9337 -3.9024 0.207
H -1.7776 1.2623 -4.1162 0.306
H -0.4451 1.8763 -4.9728 0.225
C 4.4958 2.9994 -2.0672 -1.065
N 3.8514 1.7039 -2.1042 -0.008
C 4.4623 0.5151 -1.8885 0.696
N 5.8176 0.5335 -1.7519 -0.384
O 3.8333 -0.5466 -1.8557 -0.766
H 3.7380 3.7653 -2.1995 0.352
H 5.2279 3.1011 -2.8719 0.334
H 4.9892 3.1718 -1.1069 0.334
H 2.8536 1.6663 -2.2283 0.149
H 6.3451 1.3783 -1.6416 0.176
H 6.2366 -0.3404 -1.4908 0.246
N -1.6314 0.9585 -1.6830 -0.457
N -0.5035 1.8527 -1.5824 -0.426
H -2.0856 0.8779 -0.7782 0.363
H -1.2382 0.0340 -1.8203 0.102
H 0.0731 1.6230 -0.7709 0.260
H -0.8890 2.7738 -1.4259 0.231
```


No. 2
The following is a quantum chemistry calculation of a 7-piece molecular cluster, C15H25N7O10 overall in a non-equilibrium geometry, from the Open Molecules 2025 dataset.

## Properties
- total energy (Ha) = -1721.4837
- structure (SMILES) = C[N+](=O)[O-].C[N+](=O)[O-].C[N+](=O)[O-].C[N+](=O)[O-].C[N+](=O)[O-].c1ccncc1.c1ccncc1
- frontier orbital gap (eV) = 8.9
- 2S+1 = 1
- LUMO energy (eV) = -1.231
- relative energy (zero: lowest compared OMol25 entry of this formula, charge and spin) (kJ/mol) = 672.8

```
57
Properties=species:S:1:pos:R:3:mulliken_charge:R:1
C 40.2526 14.5683 -14.3303 -0.762
N 39.4203 14.0791 -13.2116 0.687
O 38.1796 14.0229 -13.4385 -0.452
O 40.0431 13.8557 -12.1271 -0.464
H 40.4659 13.7709 -15.0422 0.289
H 41.1180 15.0455 -13.8705 0.354
H 39.7361 15.4227 -14.7676 0.281
C 38.1036 18.3190 -9.6865 -0.826
N 37.9540 16.9394 -9.2139 1.047
O 36.8459 16.5339 -8.8267 -0.609
O 38.9508 16.2552 -9.2920 -0.542
H 37.1008 18.6976 -9.8842 0.200
H 38.6697 18.3836 -10.6157 0.400
H 38.6480 18.6869 -8.8168 0.419
C 32.8867 19.0486 -12.6531 -0.689
N 32.5746 20.3839 -13.1945 1.082
O 31.9950 21.1921 -12.4788 -0.555
O 32.9420 20.5795 -14.4016 -0.530
H 32.3277 18.2980 -13.2119 0.338
H 32.6913 18.9977 -11.5820 0.337
H 33.9488 18.8359 -12.7746 0.355
C 38.7453 19.8736 -13.4433 -0.864
N 39.4255 21.2258 -13.5102 1.050
O 39.8344 21.7081 -12.4847 -0.584
O 39.6080 21.6465 -14.6469 -0.599
H 38.1879 19.6917 -12.5245 0.079
H 39.4451 19.0696 -13.6712 0.524
H 38.1211 19.7833 -14.3323 0.358
C 34.7395 14.5498 -13.6388 -0.930
N 33.9123 13.4229 -14.1948 0.859
O 34.5032 12.3272 -14.3363 -0.516
O 32.7116 13.7596 -14.4152 -0.527
H 35.0292 14.9525 -14.6094 0.466
H 35.6270 14.1859 -13.1210 0.452
H 34.2078 15.2693 -13.0163 0.414
C 35.5751 21.1879 -14.1599 0.359
C 35.1503 21.0433 -12.8149 -1.001
C 34.8151 22.1836 -12.1135 -0.534
N 34.5969 23.4246 -12.6761 -0.599
C 34.9607 23.4796 -13.9661 -0.427
C 35.5117 22.4846 -14.7030 -0.745
H 35.9743 20.3179 -14.6601 0.421
H 35.2583 20.1158 -12.2724 1.302
H 34.5774 22.1126 -11.0623 0.400
H 34.8902 24.4797 -14.3677 0.396
H 35.8248 22.6031 -15.7298 0.401
C 36.0292 16.8633 -13.6301 -1.612
C 35.9341 18.2030 -13.3204 -1.730
C 36.8372 18.8022 -12.4453 0.773
N 37.8711 18.0568 -11.9605 -0.208
C 38.0089 16.7446 -12.3726 -1.405
C 37.1186 16.1151 -13.1881 -0.287
H 35.2519 16.3449 -14.1720 0.621
H 35.1040 18.8235 -13.6241 1.195
H 36.8350 19.8564 -12.2106 0.366
H 38.8840 16.2253 -12.0106 0.351
H 37.1057 15.0831 -13.5063 1.419
```